# 1
Below is a 2-piece molecular cluster, C10H11ClF2 overall, with properties calculated with the ωB97M-V functional and the def2-TZVPD basis.

Results
Structure (SMILES): C=C(C)c1ccccc1.FC(F)Cl
Energy relative to the best compared isomer or geometry (same formula, charge and spin), kcal/mol: 37.7
LUMO, eV: 0.828
Highest occupied orbital energy, eV: -8.927
Multiplicity: 1
Molar mass, g/mol: 204.65

Last column: Löwdin charge in e.
Cartesian coordinates (Å):
C (-0.150, -0.888, -1.142)  -0.09
H (-2.340, 0.884, 0.264)  0.08
C (1.951, 1.734, 0.200)  -0.05
H (-1.131, -3.674, 0.281)  0.10
H (0.463, -0.314, 2.128)  0.11
C (-3.238, 0.246, 0.342)  -0.89
C (0.175, -0.800, 1.225)  -0.04
C (0.205, -0.147, -0.034)  -0.21
H (-0.231, -2.558, 2.296)  0.12
F (-3.048, -0.804, 1.054)  0.09
C (-0.688, -2.712, 0.182)  -0.11
H (2.313, 1.788, 1.240)  0.08
F (-4.194, 1.001, 0.892)  0.03
H (2.662, 1.085, -0.285)  0.07
H (-0.065, -0.478, -2.132)  0.12
C (-0.355, 2.165, -0.769)  0.05
H (2.022, 2.761, -0.205)  0.07
C (-0.739, -2.099, -1.048)  -0.11
C (-0.270, -2.072, 1.317)  -0.11
C (0.573, 1.270, -0.308)  -0.29
H (-1.416, 2.098, -1.178)  0.07
H (-0.230, 3.259, -0.675)  0.06
Cl (-3.604, -0.154, -1.320)  0.71
H (-1.181, -2.658, -1.946)  0.14

# 2
Below is an isolated molecule of C7H12BrNO4, with properties calculated with the ωB97M-V functional and the def2-TZVPD basis.

Results
Structure (SMILES): C[C@H](Br)CNC(=O)OCCC(=O)O
Energy relative to the best compared isomer or geometry (same formula, charge and spin), kcal/mol: 0.0
LUMO, eV: 0.461
Highest occupied orbital energy, eV: -10.128
Multiplicity: 1
Molar mass, g/mol: 254.08

Last column: Löwdin charge in e.
Cartesian coordinates (Å):
O (-1.766, 2.386, 1.050)  0.10
H (-0.749, -3.437, 0.541)  0.12
C (-2.372, -0.706, 0.376)  -0.07
O (-1.043, -1.959, -1.217)  0.10
C (-1.030, 1.836, 0.239)  -0.55
Br (3.270, 1.845, 1.338)  0.72
H (0.758, 0.372, -1.098)  0.13
C (-2.588, 0.359, -0.672)  -0.16
H (4.183, -0.498, -0.742)  0.08
C (-1.541, -1.860, -0.113)  -0.51
H (-1.963, -0.335, 1.311)  0.13
H (0.871, -0.172, 0.575)  0.12
C (1.062, 0.664, -0.103)  -0.25
H (2.566, -1.167, -0.851)  0.08
H (0.552, 2.049, 1.294)  0.09
H (-3.347, -1.117, 0.631)  0.14
C (3.222, -0.544, -0.249)  -0.14
O (-1.470, 1.210, -0.881)  0.01
C (2.582, 0.836, -0.165)  -0.74
N (0.360, 1.874, 0.317)  0.07
H (-2.756, -0.130, -1.623)  0.13
O (-1.425, -2.817, 0.835)  0.11
H (2.801, 1.359, -1.087)  0.09
H (3.304, -0.977, 0.740)  0.07
H (-3.482, 0.929, -0.447)  0.13

# 3
Below is C30H31CrN6O4S2 as an isolated structure, with properties calculated with the ωB97M-V functional and the def2-TZVPD basis.

Results
Energy relative to the best compared isomer or geometry (same formula, charge and spin), kcal/mol: 62.5
LUMO (alpha / beta), eV: 1.986 / 2.023
Charge: -1
Highest occupied orbital energy (alpha / beta), eV: -3.769 / -4.005
Multiplicity: 5
Molar mass, g/mol: 655.75

Last column: Löwdin charge in e.
Cartesian coordinates (Å):
H (11.640, 12.679, 14.388)  0.08
C (5.743, 12.178, 6.260)  -0.12
H (7.010, 12.718, 14.611)  0.07
C (8.622, 13.403, 11.968)  -0.52
C (8.848, 7.877, 6.644)  -0.22
C (9.194, 17.466, 8.337)  -0.15
H (9.043, 11.548, 5.870)  0.10
O (12.035, 14.032, 12.013)  0.01
C (7.270, 13.590, 14.028)  -0.03
H (7.456, 14.428, 14.733)  0.09
C (11.004, 13.468, 12.394)  -0.51
C (10.847, 12.906, 13.751)  0.01
H (4.857, 13.485, 7.653)  0.11
C (13.763, 11.245, 6.939)  -0.20
C (6.884, 11.529, 5.824)  -0.10
C (8.707, 16.797, 7.172)  -0.12
H (4.854, 12.137, 5.763)  0.06
O (11.440, 7.169, 6.482)  -0.29
C (6.969, 13.061, 8.163)  -0.02
O (7.662, 13.650, 11.307)  0.07
N (9.322, 13.328, 8.055)  -0.07
C (9.423, 9.241, 8.463)  -0.66
S (9.067, 10.330, 9.883)  0.60
H (10.064, 17.290, 10.201)  0.10
H (12.745, 11.222, 10.694)  0.12
C (14.382, 10.515, 9.170)  -0.12
Cr (10.268, 12.270, 9.626)  0.51
H (6.050, 6.847, 5.141)  0.09
S (10.566, 8.281, 6.472)  0.66
N (8.518, 13.232, 13.339)  -0.08
H (12.227, 10.087, 9.477)  0.07
H (13.276, 13.398, 10.144)  0.11
C (8.134, 11.878, 6.359)  -0.04
C (6.675, 7.304, 5.839)  -0.07
C (12.408, 11.741, 7.360)  -0.18
C (9.790, 16.732, 9.304)  -0.13
C (8.164, 12.646, 7.509)  -0.30
H (8.442, 14.908, 6.100)  0.13
C (9.887, 15.358, 9.198)  -0.04
H (8.482, 6.747, 4.844)  0.12
N (14.719, 11.412, 8.014)  -0.15
H (14.346, 9.519, 8.798)  0.09
H (14.690, 13.365, 7.472)  0.11
H (8.208, 17.274, 6.290)  0.10
H (10.330, 14.833, 9.972)  0.04
C (8.833, 15.447, 7.006)  -0.06
H (6.809, 10.918, 4.944)  0.09
H (7.031, 13.426, 9.183)  0.10
O (10.800, 9.296, 5.461)  -0.31
N (10.618, 9.131, 7.967)  -0.07
H (14.116, 11.808, 5.993)  0.14
H (6.488, 13.890, 13.291)  0.10
H (6.454, 9.041, 8.766)  0.12
H (15.173, 10.558, 9.968)  0.13
H (9.273, 12.174, 14.992)  0.13
H (12.800, 14.070, 8.510)  0.13
C (12.944, 10.887, 9.658)  -0.12
C (9.568, 12.739, 14.095)  -0.09
H (13.711, 10.195, 6.639)  0.12
C (8.350, 8.462, 7.795)  -0.21
C (13.228, 13.172, 9.045)  -0.17
H (15.434, 13.141, 9.110)  0.11
H (8.979, 18.547, 8.441)  0.09
C (8.030, 7.254, 5.702)  -0.05
C (6.965, 8.442, 7.985)  -0.02
C (9.370, 14.693, 8.067)  -0.32
C (6.162, 7.887, 7.011)  -0.07
H (5.083, 8.062, 7.098)  0.11
N (12.316, 12.017, 8.830)  -0.22
C (14.620, 12.851, 8.437)  -0.14
H (12.135, 12.684, 6.699)  0.17
N (9.967, 13.171, 11.526)  0.01
H (11.640, 11.046, 7.176)  0.04
C (5.821, 12.974, 7.412)  -0.09

# 4
Below is an isolated molecule of C18H25NO3, with properties calculated with the ωB97M-V functional and the def2-TZVPD basis.

Results
Structure (SMILES): CC(C)COC(=O)N1c2ccccc2C=C[C@@H]1OCC(C)C
Energy relative to the best compared isomer or geometry (same formula, charge and spin), kcal/mol: 103.1
LUMO, eV: 0.816
Highest occupied orbital energy, eV: -8.437
Multiplicity: 1
Molar mass, g/mol: 303.40

Last column: Löwdin charge in e.
Cartesian coordinates (Å):
C (3.071, 0.208, 1.483)  -0.42
H (2.857, -1.443, 2.973)  0.07
O (-1.059, 0.900, -1.388)  0.00
C (-1.291, -3.833, 2.232)  -0.03
C (-1.524, 0.277, -0.297)  -0.50
C (-1.771, -1.111, 2.364)  0.03
C (0.378, -1.203, -0.584)  -0.39
H (0.275, 2.800, -4.653)  0.08
H (3.171, 0.120, 3.701)  0.07
H (4.341, 1.524, 2.493)  0.03
N (-0.737, -0.779, 0.147)  0.10
C (2.696, -0.381, 2.849)  -0.06
H (0.358, -0.705, -1.539)  0.15
H (1.054, -3.183, -1.648)  0.12
H (3.005, 2.440, 1.916)  0.12
O (1.466, -1.016, 0.167)  -0.07
H (0.263, 2.839, -2.858)  0.06
H (-2.957, 1.838, -1.828)  0.17
H (-1.487, 2.993, -1.481)  0.14
C (-0.037, 2.307, -3.725)  -0.07
H (-2.057, 4.327, -3.375)  0.10
H (-2.786, -1.438, 4.223)  0.12
H (-3.453, 3.226, -3.848)  0.08
H (-2.280, -4.101, 4.106)  0.11
C (-2.288, -2.000, 3.372)  -0.08
H (2.452, 0.820, -0.552)  0.16
C (1.973, 0.381, 0.414)  -0.09
C (-1.948, -3.347, 3.372)  -0.09
H (-2.147, 3.450, -4.898)  0.06
H (1.209, 0.980, 0.892)  0.12
H (-1.944, -0.089, 2.629)  0.10
C (-2.371, 3.364, -3.858)  -0.10
C (-0.945, -2.958, 1.193)  -0.14
H (1.586, -0.197, 3.055)  0.10
C (-1.078, -1.611, 1.195)  -0.15
O (-2.539, 0.549, 0.250)  0.14
H (-1.928, 1.213, -4.057)  0.16
H (-1.048, -4.799, 1.961)  0.08
H (0.427, 1.306, -3.692)  0.08
H (0.109, -4.599, -0.139)  0.11
C (-1.779, 2.005, -1.922)  -0.16
C (0.447, -2.735, -0.842)  0.02
H (4.358, 1.957, 0.859)  0.09
C (-1.550, 2.133, -3.463)  -0.41
C (3.726, 1.544, 1.673)  -0.12
H (3.952, -0.418, 1.124)  0.15
C (-0.170, -3.556, 0.006)  -0.01